(1)
{
  "formula": "C5H4NO4",
  "method": "ωB97M-V with the def2-TZVPD basis set",
  "lumo_ev": [3.5612, 3.5618],
  "homo_lumo_gap_ev": [6.52, 6.52],
  "total_charge": -1,
  "smiles": "CN1C(=O)C([O-])=C1C(=O)O",
  "e_above_lowest_kj_mol": 230.0,
  "e_homo_ha": [-0.1087, -0.1087],
  "species": ["C", "C", "C", "C", "C", "N", "O", "O", "O", "O", "H", "H", "H", "H"],
  "xyz": [[1.825349, 0.486033, 0.054157], [0.079783, 0.627588, 0.170983], [1.471103, -0.984430, 0.193796], [-1.016018, 1.374486, -0.042843], [-0.939478, -1.574640, -0.031402], [0.114348, -0.777623, 0.370252], [-0.750339, 2.829750, -0.160822], [2.113454, -1.975386, -0.093206], [-2.228990, 1.120310, -0.060007], [2.758483, 1.269977, 0.012752], [-1.652696, -1.829488, 0.684687], [-1.472046, -0.946052, -0.785655], [-0.482149, -2.483316, -0.431784], [0.179194, 2.862787, 0.119095]],
  "atomic_forces_ev_per_a": [[-3.212, 4.302, 0.824], [5.042, 0.226, -0.258], [-0.715, -1.644, -1.059], [-1.648, 3.287, 0.067], [-0.041, -0.708, -2.767], [2.773, 0.156, 1.367], [0.706, -1.707, 0.152], [-0.289, 0.090, 0.585], [0.321, -0.629, -0.065], [-1.442, -2.311, -0.097], [-1.036, -0.297, 1.575], [0.114, -0.986, 0.155], [-0.416, -0.213, -0.287], [-0.158, 0.434, -0.192]],
  "nbo_charge": [0.52, -0.31, 0.57, 0.62, -0.42, -0.41, -0.76, -0.60, -0.74, -0.54, 0.19, 0.23, 0.19, 0.46]
}



(2)
{
  "formula": "C37H39BaN2O3",
  "method": "ωB97M-V with the def2-TZVPD basis set",
  "lumo_ev": 2.0672,
  "homo_lumo_gap_ev": 5.87,
  "total_charge": -1,
  "e_homo_ha": -0.1399,
  "species": ["C", "C", "C", "H", "C", "C", "H", "C", "C", "C", "H", "C", "C", "H", "H", "H", "H", "H", "H", "Ba", "C", "C", "C", "H", "H", "H", "H", "H", "H", "C", "C", "H", "H", "O", "N", "C", "H", "C", "C", "H", "C", "H", "C", "H", "C", "H", "C", "H", "H", "H", "C", "C", "C", "C", "C", "C", "N", "C", "C", "C", "C", "C", "C", "C", "O", "O", "C", "C", "H", "H", "H", "H", "H", "H", "H", "H", "H", "H", "H", "H", "H", "H"],
  "xyz": [[2.229002, 0.298790, 0.407165], [2.189981, -0.491472, -0.768373], [2.078780, 0.381277, -1.880082], [2.288160, -1.575070, -0.810714], [2.095518, 1.718259, -1.391334], [2.188535, 1.667293, 0.026574], [2.135847, 2.616647, -2.008866], [-1.754461, -2.180651, 0.731750], [-0.478695, -2.552362, 0.226831], [-0.507995, -2.415505, -1.186258], [0.360712, -2.928855, 0.812447], [-1.803540, -1.964143, -1.557098], [-2.579285, -1.825219, -0.368442], [2.093375, 0.081946, -2.928488], [2.289412, 2.518186, 0.703650], [2.364293, -0.081393, 1.416897], [-3.641691, -1.559738, -0.334739], [0.296472, -2.656818, -1.886139], [-2.072568, -2.236654, 1.770865], [-0.732518, 0.817329, -0.418781], [-2.252243, -1.561661, -2.944870], [-3.763342, -1.800081, -3.091288], [-1.509859, -2.359636, -4.019739], [-3.990099, -2.852556, -2.855469], [-4.078121, -1.605546, -4.124643], [-4.347962, -1.153081, -2.423649], [-1.650725, -3.434995, -3.829772], [-0.432818, -2.145928, -4.036884], [-1.931549, -2.135000, -5.008887], [-1.891704, -0.039801, -3.003476], [-2.460359, 0.844466, -4.095134], [-0.788064, 0.064505, -3.009947], [-2.398860, 0.404906, -2.107669], [-3.665904, 1.090638, -4.062833], [-1.575043, 1.397448, -5.021010], [-0.444180, 2.234535, -4.577820], [-2.090990, 1.830132, -5.782918], [0.872613, 1.744457, -5.119706], [2.018197, 2.506147, -4.863914], [1.907662, 3.475063, -4.368175], [3.274093, 2.019924, -5.224090], [4.165092, 2.602440, -4.985479], [3.384761, 0.788988, -5.884675], [4.369055, 0.408152, -6.164880], [2.233839, 0.050184, -6.183487], [2.305057, -0.902184, -6.708294], [0.970022, 0.531195, -5.806711], [0.052209, -0.021452, -6.032190], [-0.400995, 2.272568, -3.472412], [-0.618747, 3.275637, -4.906276], [3.841284, 0.839866, 4.438424], [2.853035, -0.278172, 4.217042], [3.287246, -1.451314, 3.597074], [2.400749, -2.501111, 3.341299], [1.071122, -2.377320, 3.720406], [0.611985, -1.191862, 4.319025], [-0.744046, -1.139629, 4.627591], [-1.626311, -0.059693, 4.847378], [-2.369426, -0.044041, 6.040147], [-3.190346, 1.037280, 6.358514], [-3.351965, 2.092121, 5.448601], [-2.697759, 2.038797, 4.219202], [-1.844993, 0.980981, 3.910513], [-1.344421, 0.902580, 2.511769], [-2.098972, 1.446017, 1.626097], [-0.252929, 0.319345, 2.221134], [1.516424, -0.151383, 4.623134], [1.048286, 1.059205, 5.351508], [3.550689, 1.762940, 3.916390], [3.955967, 1.086307, 5.502265], [4.831027, 0.555531, 4.063713], [4.340643, -1.529693, 3.311051], [2.747787, -3.408495, 2.846351], [0.352990, -3.178429, 3.529659], [-1.167428, -2.050902, 4.781634], [-2.247171, -0.885446, 6.728036], [-3.697262, 1.061056, 7.323749], [-3.985803, 2.950812, 5.676859], [-2.860040, 2.795886, 3.449872], [0.412894, 1.674654, 4.701707], [0.469389, 0.798808, 6.245313], [1.887025, 1.683972, 5.663960]],
  "atomic_forces_ev_per_a": [[0.356, 0.076, -0.351], [-0.042, 0.530, 0.101], [0.068, 0.065, 0.127], [-0.217, 0.333, 0.035], [-0.126, -0.006, -0.008], [-0.028, -0.241, -0.126], [-0.052, -0.194, 0.181], [0.270, -0.193, -0.480], [-0.468, 0.115, -0.126], [-0.388, 0.127, 0.123], [-0.234, 0.275, -0.149], [0.222, -0.232, 0.532], [0.207, 0.100, -0.103], [-0.052, 0.101, 0.214], [-0.114, -0.239, -0.223], [-0.239, 0.126, -0.238], [0.478, -0.048, 0.119], [-0.220, 0.178, 0.358], [0.122, 0.127, -0.196], [1.722, -1.544, 1.267], [-0.022, 0.003, 0.277], [-0.013, 0.007, -0.226], [-0.103, -0.009, -0.155], [0.142, 0.364, -0.010], [-0.065, 0.058, 0.197], [0.160, -0.203, -0.212], [0.090, 0.335, -0.038], [-0.228, -0.036, 0.058], [0.154, 0.004, 0.040], [-0.411, 0.659, -0.428], [-1.045, 0.166, 0.729], [-0.366, -0.191, 0.262], [0.330, -0.552, -0.911], [1.107, -0.183, -0.992], [-0.701, 0.363, -0.155], [-0.291, -0.193, -0.082], [0.012, -0.003, 0.291], [0.389, -0.127, -0.020], [0.089, -0.330, -0.162], [0.147, -0.339, -0.059], [-0.201, -0.021, -0.130], [-0.220, -0.199, -0.092], [-0.266, -0.010, 0.056], [-0.307, 0.101, 0.104], [-0.116, 0.406, 0.115], [0.051, 0.223, 0.129], [0.365, 0.113, 0.088], [0.471, 0.125, 0.161], [0.038, -0.128, -0.423], [0.006, -0.375, 0.151], [0.249, 0.132, 0.027], [-0.144, -0.319, -0.008], [0.075, -0.109, -0.134], [0.027, 0.209, 0.353], [0.104, 0.223, -0.009], [0.625, -0.026, -0.245], [-0.853, -0.475, 0.435], [-0.039, 0.466, -0.102], [0.089, 0.211, -0.061], [-0.032, -0.020, -0.310], [0.233, -0.034, 0.003], [-0.213, -0.104, 0.420], [-0.141, -0.614, 0.495], [1.161, -0.364, -1.476], [0.183, 0.106, 0.698], [-1.605, 1.029, 0.584], [-0.003, -0.664, -0.327], [-0.063, 0.582, 0.049], [-0.023, -0.234, 0.107], [-0.040, -0.032, -0.162], [-0.198, 0.011, 0.037], [-0.388, -0.018, -0.011], [-0.086, 0.218, 0.134], [0.198, 0.241, -0.093], [0.201, 0.414, -0.060], [-0.008, 0.351, -0.107], [0.052, -0.039, -0.262], [0.139, -0.303, 0.057], [0.036, -0.254, 0.287], [0.092, -0.026, 0.217], [0.013, 0.053, -0.184], [-0.098, -0.098, 0.024]],
  "lowdin_charge": [-0.23, -0.21, -0.24, 0.09, -0.29, -0.27, 0.06, -0.19, -0.18, -0.16, 0.08, -0.36, -0.18, 0.07, 0.08, 0.07, 0.09, 0.09, 0.08, 2.02, -0.50, -0.05, -0.04, 0.10, 0.08, 0.08, 0.10, 0.08, 0.08, -0.18, -0.45, 0.08, 0.04, 0.06, 0.05, -0.14, 0.14, -0.23, -0.07, 0.11, -0.08, 0.10, -0.10, 0.10, -0.08, 0.10, -0.04, 0.10, 0.11, 0.13, -0.06, -0.24, -0.08, -0.09, -0.04, -0.22, 0.09, -0.20, -0.04, -0.10, -0.09, -0.03, -0.09, -0.64, -0.28, -0.13, -0.17, -0.03, 0.09, 0.07, 0.07, 0.10, 0.10, 0.11, 0.14, 0.11, 0.09, 0.09, 0.12, 0.09, 0.09, 0.06]
}



(3)
{
  "formula": "C22H31N2O4S",
  "method": "ωB97M-V with the def2-TZVPD basis set",
  "lumo_ev": -2.1360,
  "homo_lumo_gap_ev": 8.71,
  "total_charge": 1,
  "smiles": "CCCS(=O)(=O)N1CC[NH+](Cc2ccc(OCc3ccccc3)c(OC)c2)CC1",
  "e_above_lowest_kj_mol": 13.5,
  "e_homo_ha": -0.3987,
  "species": ["C", "H", "H", "H", "C", "C", "H", "H", "S", "O", "O", "N", "H", "C", "H", "H", "C", "N", "C", "C", "H", "H", "H", "H", "C", "C", "C", "C", "C", "C", "C", "H", "O", "C", "H", "H", "H", "O", "C", "C", "C", "C", "C", "C", "C", "H", "H", "H", "H", "H", "H", "H", "H", "H", "H", "H", "H", "H", "H", "H"],
  "xyz": [[8.039785, -0.033335, 0.815561], [8.942008, 0.397073, 1.240294], [7.213383, 0.157098, 1.496409], [8.179976, -1.108679, 0.731623], [7.752655, 0.584710, -0.546540], [6.478742, 0.020568, -1.152084], [6.483819, -1.065728, -1.173803], [6.268368, 0.427826, -2.136830], [5.067440, 0.511731, -0.133947], [4.714845, -0.532093, 0.821960], [5.206295, 1.829406, 0.386394], [3.775145, 0.565340, -1.257164], [3.087185, -0.464548, 0.919618], [2.782210, 1.567650, -0.936988], [3.302858, 2.516109, -0.812091], [2.101014, 1.647869, -1.786795], [2.029566, 1.206479, 0.360649], [2.098516, -0.253416, 0.605223], [1.931257, -0.978159, -0.668384], [3.173218, -0.721272, -1.546385], [3.930871, -1.484045, -1.364373], [2.894521, -0.753737, -2.603788], [1.016997, -0.624574, -1.149840], [1.833996, -2.044962, -0.467022], [1.160276, -0.697435, 1.685027], [-0.282931, -0.473979, 1.335513], [-0.925149, 0.695971, 1.700161], [-2.254126, 0.909813, 1.360676], [-2.968673, -0.044769, 0.653900], [-2.322472, -1.260288, 0.294442], [-0.997271, -1.452712, 0.635737], [-0.510974, -2.382830, 0.387312], [-3.095172, -2.143421, -0.371917], [-2.572033, -3.410412, -0.691217], [-1.733343, -3.336213, -1.392073], [-3.388013, -3.950218, -1.167284], [-2.255535, -3.952735, 0.205126], [-4.248383, 0.055690, 0.272005], [-4.997256, 1.211774, 0.634469], [-6.393382, 1.026996, 0.101851], [-7.391754, 0.502539, 0.910870], [-8.667767, 0.312313, 0.410164], [-8.953490, 0.639770, -0.904198], [-7.959426, 1.156458, -1.717896], [-6.684239, 1.348624, -1.217231], [-5.909012, 1.751557, -1.852788], [-8.178296, 1.411842, -2.743818], [-9.949238, 0.492606, -1.294043], [-9.439737, -0.092148, 1.047214], [-7.170772, 0.244787, 1.936461], [-4.534813, 2.105590, 0.193882], [-5.014039, 1.315836, 1.726982], [-2.727147, 1.828095, 1.666305], [-0.406461, 1.447381, 2.276497], [1.422314, -0.137407, 2.584559], [1.355258, -1.756449, 1.864880], [0.977975, 1.494527, 0.288534], [2.489049, 1.714824, 1.209763], [8.582972, 0.391962, -1.228890], [7.638389, 1.664731, -0.442700]],
  "atomic_forces_ev_per_a": [[0.089, 0.128, -0.134], [0.043, 0.003, 0.090], [0.043, -0.031, 0.200], [0.001, -0.116, 0.044], [0.093, 0.003, 0.329], [-0.284, 0.269, 0.263], [-0.085, -0.127, -0.040], [-0.066, 0.002, -0.080], [-0.936, -0.402, -0.798], [0.671, -0.277, -0.018], [0.280, 0.486, -0.106], [1.099, 0.097, 0.366], [-0.531, 0.098, -0.026], [-0.022, 0.388, 0.262], [-0.292, 0.052, -0.019], [0.072, -0.017, 0.036], [-0.068, 0.747, -0.255], [0.337, -0.191, 0.239], [0.051, -0.255, -0.566], [0.046, -0.379, -0.128], [-0.182, -0.135, -0.134], [0.001, -0.064, 0.127], [0.051, -0.059, 0.127], [-0.074, 0.081, 0.043], [-0.568, -0.089, 0.315], [-0.012, 0.168, 0.118], [0.173, -0.286, 0.005], [-0.290, -0.009, -0.111], [0.175, -0.115, -0.017], [-0.152, 0.056, -0.081], [-0.148, -0.061, -0.028], [0.011, -0.156, -0.057], [-0.061, 0.415, 0.178], [0.106, -0.257, -0.065], [-0.021, 0.015, 0.035], [0.099, 0.001, 0.024], [-0.002, 0.034, -0.021], [0.181, -0.295, -0.067], [-0.287, 0.288, 0.046], [0.204, 0.030, 0.090], [0.080, 0.056, -0.015], [-0.072, -0.049, 0.049], [-0.034, -0.021, 0.002], [0.014, 0.019, -0.104], [0.025, 0.014, 0.072], [0.089, 0.056, -0.071], [-0.022, 0.024, -0.083], [-0.086, -0.008, -0.030], [-0.068, -0.031, 0.053], [0.030, -0.022, 0.118], [-0.006, -0.120, 0.082], [0.049, -0.006, -0.122], [-0.108, 0.082, 0.009], [0.081, 0.096, 0.078], [0.112, -0.027, -0.096], [0.121, 0.081, -0.043], [0.156, -0.086, 0.073], [-0.067, -0.130, 0.040], [-0.138, 0.031, -0.083], [0.104, -0.002, -0.117]],
  "nbo_charge": [-0.61, 0.23, 0.21, 0.21, -0.41, -0.63, 0.25, 0.26, 2.28, -0.98, -0.92, -0.66, 0.48, -0.26, 0.26, 0.22, -0.26, -0.39, -0.25, -0.25, 0.23, 0.23, 0.24, 0.24, -0.23, -0.11, -0.21, -0.31, 0.37, 0.27, -0.30, 0.22, -0.47, -0.25, 0.17, 0.22, 0.18, -0.49, -0.11, 0.03, -0.22, -0.20, -0.20, -0.19, -0.23, 0.21, 0.22, 0.22, 0.22, 0.21, 0.18, 0.19, 0.23, 0.22, 0.24, 0.23, 0.25, 0.24, 0.23, 0.23]
}



(4)
{
  "formula": "C5H6N2",
  "method": "ωB97M-V with the def2-TZVPD basis set",
  "lumo_ev": -0.0786,
  "homo_lumo_gap_ev": 7.81,
  "e_above_lowest_kj_mol": 397.9,
  "e_homo_ha": -0.2900,
  "species": ["C", "C", "C", "C", "C", "N", "N", "H", "H", "H", "H", "H", "H"],
  "xyz": [[0.822229, -1.087541, -0.029304], [0.134504, 0.064756, 0.015646], [1.009967, 1.212237, 0.023630], [2.819576, 0.190168, 0.034972], [-1.350525, 0.196067, 0.039128], [2.225926, -0.969577, 0.000326], [0.742504, 2.423757, -0.027145], [0.404229, -2.081063, -0.089106], [-1.789113, -0.232146, -0.862717], [-1.763288, -0.327245, 0.900360], [-1.627011, 1.246853, 0.095196], [2.759750, -1.836715, 0.009073], [1.513492, 3.077358, -0.057932]],
  "atomic_forces_ev_per_a": [[-1.281, 0.571, 0.074], [-0.112, -0.973, -0.032], [3.695, -1.498, -0.043], [-2.080, 1.637, -0.010], [-0.175, -0.112, -0.083], [0.545, 0.148, -0.014], [-0.741, 0.118, -0.008], [-0.053, -0.044, 0.051], [-0.087, 0.036, 0.018], [-0.112, 0.032, 0.013], [-0.008, -0.005, 0.004], [0.033, 0.283, -0.035], [0.377, -0.194, 0.065]],
  "nbo_charge": [0.00, -0.12, 0.26, 0.11, -0.64, -0.64, -0.63, 0.21, 0.22, 0.22, 0.24, 0.40, 0.37]
}